Formula: C27H42BrClO5P2S
Source: the OMol25 dataset
Level of theory: ωB97M-V/def2-TZVPD

Values from the calculation:
SMILES	CCC[C@H](C)[C@@]1(P(O)Br)[C@@H](Cl)S(=O)(=O)O[C@@H](O)[C@]1([C@@H](C)CC)P(C)C.c1ccccc1.c1ccccc1
total charge	0
spin multiplicity	1
calculated total energy	-5544.97196	a.u.
relative energy (zero: lowest compared OMol25 entry of this formula, charge and spin)	635.24	kJ/mol
gap between HOMO and LUMO	7.57	eV

Atoms and positions in Å:
C1 4.75 0.44 2.45
C2 4.85 1.44 1.17
C3 3.55 2.38 0.86
C4 2.13 1.51 0.67
C5 2.56 0.63 -0.62
C6 0.81 2.42 0.67
P1 0.84 3.36 2.40
O1 1.66 4.90 2.28
Br1 2.07 2.26 3.99
C7 0.89 3.63 -0.42
Cl1 1.21 3.20 -2.20
S1 -0.69 4.69 -0.55
O2 -0.79 5.81 0.49
O3 -0.67 5.39 -1.96
O4 -1.93 3.55 -0.60
C8 -1.87 2.82 0.66
O5 -3.24 2.34 0.94
C9 -0.69 1.64 0.74
C10 -0.89 0.55 -0.47
C11 -0.26 -0.94 -0.26
C12 -2.35 0.32 -1.14
C13 -3.44 -0.58 -0.33
P2 -0.87 0.96 2.50
C14 -1.91 1.97 3.72
C15 -1.45 -0.79 2.76
H1 5.41 0.88 3.34
H2 5.30 -0.57 2.14
H3 3.67 0.12 2.78
H4 5.21 0.83 0.21
H5 5.76 2.19 1.39
H6 3.53 3.21 1.65
H7 3.76 2.91 -0.18
H8 1.98 0.71 1.54
H9 1.78 0.49 -1.47
H10 2.85 -0.48 -0.27
H11 3.53 1.00 -1.20
H12 2.47 4.94 2.88
H13 1.75 4.43 -0.21
H14 -1.76 3.65 1.51
H15 -3.80 3.03 1.41
H16 -0.29 1.02 -1.39
H17 0.52 -0.87 0.64
H18 -0.99 -1.80 0.00
H19 0.35 -1.26 -1.21
H20 -2.92 1.31 -1.47
H21 -2.15 -0.25 -2.17
H22 -3.19 -1.74 -0.37
H23 -3.65 -0.25 0.77
H24 -4.47 -0.47 -0.92
H25 -1.60 1.65 4.82
H26 -1.75 3.15 3.68
H27 -3.08 1.81 3.66
H28 -0.51 -1.46 3.07
H29 -2.18 -0.87 3.70
H30 -1.98 -1.36 1.89
C16 -6.04 -3.30 -1.30
C17 -5.44 -4.11 -2.26
C18 -5.87 -4.05 -3.59
C19 -6.90 -3.18 -3.95
C20 -7.51 -2.38 -2.98
C21 -7.08 -2.44 -1.66
H31 -5.70 -3.35 -0.27
H32 -4.64 -4.79 -1.98
H33 -5.40 -4.67 -4.34
H34 -7.23 -3.13 -4.98
H35 -8.31 -1.71 -3.26
H36 -7.55 -1.81 -0.90
C22 4.97 -4.73 -0.93
C23 6.07 -3.92 -0.66
C24 6.08 -2.59 -1.09
C25 5.00 -2.08 -1.81
C26 3.91 -2.90 -2.09
C27 3.89 -4.23 -1.66
H37 4.96 -5.76 -0.59
H38 6.92 -4.31 -0.10
H39 6.93 -1.95 -0.87
H40 5.00 -1.05 -2.14
H41 3.06 -2.51 -2.66
H42 3.04 -4.86 -1.88

Here are the Mulliken charges for atoms 1 to 4, given in e: -0.809 -0.327 -0.578 0.239